Entry 1:
{
  "formula": "C45H39N10RbS3",
  "method": "ωB97M-V with the def2-TZVPD basis set",
  "total_charge": -2,
  "homo_lumo_gap_ev": 5.431,
  "e_above_lowest_kcal_mol": 0.00,
  "e_homo_ev": -1.98,
  "max_force_ev_per_a": 0.233,
  "lumo_ha": 0.1268,
  "elements": ["Rb", "C", "N", "C", "C", "C", "C", "C", "C", "N", "C", "C", "C", "C", "C", "C", "N", "C", "C", "C", "C", "C", "N", "H", "H", "H", "H", "H", "H", "H", "H", "H", "H", "H", "H", "H", "H", "H", "H", "H", "H", "S", "C", "S", "C", "C", "N", "C", "N", "N", "C", "C", "C", "C", "C", "C", "C", "C", "C", "C", "C", "C", "H", "H", "H", "H", "H", "H", "H", "H", "H", "H", "C", "C", "C", "N", "C", "C", "H", "H", "H", "H", "H", "N", "C", "S", "C", "C", "C", "N", "C", "C", "H", "H", "H", "H", "H", "H"],
  "xyz": [[-0.4830, 0.0177, -0.8005], [0.1797, -1.6500, 2.8649], [-0.0609, -0.2657, 2.4686], [1.0324, 0.6280, 2.8056], [2.3244, 0.3461, 2.0756], [3.5438, 0.4316, 2.7311], [4.7096, 0.2114, 2.0106], [4.6140, -0.1065, 0.6680], [3.3475, -0.1704, 0.0986], [2.2285, 0.0654, 0.7760], [-1.2930, 0.2558, 3.0356], [-2.5433, -0.4569, 2.5901], [-3.5764, -0.6626, 3.4970], [-4.7601, -1.2292, 3.0524], [-4.8663, -1.5786, 1.7197], [-3.7751, -1.3529, 0.8891], [-2.6352, -0.8112, 1.3081], [1.0576, -2.4029, 1.8920], [2.3380, -2.8190, 2.2265], [3.1319, -3.4003, 1.2464], [2.6156, -3.5621, -0.0271], [1.3006, -3.1681, -0.2495], [0.5340, -2.6106, 0.6843], [-0.7865, -2.1560, 2.8894], [0.6134, -1.6992, 3.8806], [1.2312, 0.6225, 3.8945], [0.7250, 1.6455, 2.5436], [3.5735, 0.6774, 3.7857], [5.6766, 0.2887, 2.4939], [5.4834, -0.2804, 0.0483], [3.2298, -0.3984, -0.9529], [-1.3927, 1.2973, 2.7191], [-1.2646, 0.2536, 4.1421], [-3.4516, -0.3653, 4.5309], [-5.5847, -1.3884, 3.7376], [-5.7726, -2.0029, 1.3085], [-3.8118, -1.6056, -0.1637], [2.7223, -2.6366, 3.2228], [4.1509, -3.6935, 1.4699], [3.2037, -3.9525, -0.8481], [0.8652, -3.2781, -1.2371], [1.9881, 1.1358, -3.0800], [2.3031, -0.5317, -3.2963], [1.0541, -1.6771, -3.5107], [3.6618, -0.9807, -3.2503], [4.7127, -0.0746, -3.0102], [5.6025, 0.6390, -2.7982], [4.0374, -2.3469, -3.3094], [4.4093, -3.4430, -3.3444], [-2.9421, 1.1864, -2.5876], [-4.1933, 0.7749, -2.2475], [-4.9503, 0.0031, -3.1498], [-6.1961, -0.4923, -2.8224], [-6.7341, -0.2226, -1.5704], [-6.0053, 0.5609, -0.6848], [-4.7489, 1.0977, -0.9695], [-4.0291, 1.9642, 0.0300], [-4.7315, 2.4307, 1.1532], [-4.1111, 3.2130, 2.1173], [-2.7764, 3.5672, 1.9524], [-2.0970, 3.1238, 0.8222], [-2.6673, 2.3083, -0.1677], [-2.4808, 1.7823, -1.8441], [-2.6482, 1.1266, -3.5474], [-4.5141, -0.2183, -4.1188], [-6.7401, -1.0969, -3.5399], [-7.7020, -0.6159, -1.2827], [-6.4358, 0.7408, 0.2910], [-5.7837, 2.2098, 1.2930], [-4.6748, 3.5594, 2.9777], [-2.2791, 4.1899, 2.6922], [-1.0575, 3.4378, 0.7130], [-1.4088, -4.8167, -3.1331], [-1.6146, -4.9012, -1.7623], [-2.0457, -3.7694, -1.0910], [-2.2815, -2.6062, -1.6947], [-2.0825, -2.5364, -3.0072], [-1.6489, -3.6138, -3.7697], [-1.0412, -5.6700, -3.6897], [-1.4191, -5.8159, -1.2178], [-2.1873, -3.7798, -0.0149], [-2.2528, -1.5683, -3.4636], [-1.4581, -3.4834, -4.8257], [6.5213, 3.3368, -2.3481], [6.2672, 4.3227, -1.5050], [7.1544, 5.7382, -1.4989], [5.1250, 4.1004, -0.5659], [5.0931, 4.7451, 0.6685], [4.0308, 4.5039, 1.5185], [3.0183, 3.6834, 1.2320], [3.0506, 3.0823, 0.0458], [4.0722, 3.2538, -0.8836], [7.2635, 3.4824, -3.0122], [6.0625, 2.4188, -2.3537], [5.8909, 5.4215, 0.9413], [3.9898, 4.9928, 2.4871], [2.2603, 2.3738, -0.1712], [3.9956, 2.7167, -1.8233]],
  "forces_ev_per_angstrom": [[0.0, -0.1, -0.1], [0.0, 0.0, 0.0], [-0.1, 0.0, 0.0], [0.1, 0.0, 0.0], [0.0, 0.0, 0.0], [0.0, 0.0, 0.0], [0.0, 0.0, 0.0], [0.0, 0.0, 0.0], [0.0, 0.0, 0.0], [0.0, 0.0, 0.1], [0.0, 0.0, 0.0], [-0.1, 0.0, 0.0], [0.0, 0.0, 0.0], [0.0, 0.0, 0.0], [0.0, 0.0, 0.0], [0.0, 0.0, 0.0], [0.0, 0.0, 0.1], [0.0, 0.0, 0.0], [0.0, 0.0, 0.0], [0.0, 0.0, 0.0], [0.0, 0.0, 0.0], [0.0, -0.1, 0.0], [0.0, 0.0, -0.1], [0.0, 0.0, 0.0], [0.0, 0.0, 0.0], [0.0, 0.0, 0.0], [0.0, 0.0, 0.0], [0.0, 0.0, 0.0], [0.0, 0.0, 0.0], [0.0, 0.0, 0.0], [0.0, 0.0, 0.0], [0.0, 0.0, 0.0], [0.0, 0.0, 0.0], [0.0, 0.0, 0.0], [0.0, 0.0, 0.0], [0.0, 0.0, 0.0], [0.0, 0.0, 0.0], [0.0, 0.0, 0.0], [0.0, 0.0, 0.0], [0.0, 0.0, 0.0], [0.0, 0.0, 0.0], [0.0, 0.1, 0.1], [0.0, 0.0, 0.0], [0.0, 0.0, 0.0], [0.0, 0.0, 0.1], [0.0, 0.0, -0.1], [0.0, 0.0, 0.1], [0.0, 0.0, -0.1], [0.0, 0.0, 0.1], [0.0, -0.1, 0.0], [0.0, 0.0, 0.1], [0.0, 0.0, 0.0], [0.0, 0.0, 0.0], [0.0, 0.0, 0.0], [0.0, 0.0, 0.0], [0.0, 0.0, 0.0], [0.0, 0.0, 0.0], [0.0, 0.0, 0.0], [0.0, 0.0, 0.0], [0.0, 0.0, 0.0], [0.0, 0.0, 0.1], [0.0, 0.0, -0.1], [0.0, 0.1, 0.0], [0.0, 0.0, 0.0], [0.0, 0.0, 0.0], [0.0, 0.0, 0.0], [0.0, 0.0, 0.0], [0.0, 0.0, 0.0], [0.0, 0.0, 0.0], [0.0, 0.0, 0.0], [0.0, 0.0, 0.0], [0.0, 0.0, 0.0], [0.0, 0.0, 0.0], [0.0, 0.0, 0.0], [0.0, 0.0, 0.0], [0.0, 0.0, 0.0], [0.0, 0.0, 0.0], [0.0, 0.0, 0.0], [0.0, 0.0, 0.0], [0.0, 0.0, 0.0], [0.0, 0.0, 0.0], [0.0, 0.0, 0.0], [0.0, 0.0, 0.0], [0.0, 0.0, 0.0], [0.0, 0.0, 0.0], [0.0, 0.0, 0.0], [0.0, 0.0, 0.0], [0.0, 0.0, 0.0], [0.0, 0.0, 0.0], [0.0, 0.0, 0.0], [0.1, -0.1, 0.1], [0.0, 0.0, 0.0], [0.0, 0.0, 0.0], [0.0, 0.0, 0.0], [0.0, 0.0, 0.0], [0.0, 0.0, 0.0], [-0.1, 0.2, -0.1], [0.0, 0.0, 0.0]],
  "mulliken_charge": [0.165, -0.541, 1.108, -1.743, 0.867, -1.029, -0.996, -0.275, -0.498, 1.618, -0.947, 0.605, -0.911, -0.905, -0.986, -0.589, 1.448, 0.101, -0.846, -0.555, -0.889, 0.234, 0.123, 0.493, 0.160, 0.256, 0.460, 0.418, 0.402, 0.482, -0.363, 0.081, 0.250, 0.460, 0.366, 0.488, 0.432, 0.349, 0.377, 0.481, 0.251, -0.267, 0.595, -0.242, -0.233, 0.189, -0.860, 0.025, -0.796, -0.270, 0.704, -0.648, -0.484, -1.139, -0.607, 0.641, 1.116, -0.572, -0.807, -0.427, -0.619, -0.695, 0.001, 0.201, 0.340, 0.360, 0.363, 0.192, 0.269, 0.361, 0.382, 0.368, -0.238, -0.738, -0.025, 0.209, -0.186, -0.712, 0.333, 0.403, 0.206, 0.297, 0.412, -0.129, 0.083, -0.442, 0.567, -0.485, -0.614, -0.308, -0.404, -0.493, 0.218, 0.333, 0.411, 0.338, 0.774, 0.348]
}

Entry 2:
{
  "formula": "CH3N3O2S",
  "method": "ωB97M-V with the def2-TZVPD basis set",
  "total_charge": 0,
  "homo_lumo_gap_ev": [7.735, 7.736],
  "e_above_lowest_kcal_mol": 73.68,
  "e_homo_ev": [-9.06, -9.06],
  "max_force_ev_per_a": 5.939,
  "lumo_ha": [-0.0486, -0.0486],
  "elements": ["C", "N", "N", "N", "O", "O", "S", "H", "H", "H"],
  "xyz": [[0.0228, 0.8092, -0.1162], [-0.5806, -1.8036, 0.0807], [-1.3457, 1.0782, -0.4497], [0.4515, -0.4474, -0.4613], [0.7881, 1.7366, 0.1669], [0.0149, -2.7622, 0.4834], [2.0013, -0.9007, -0.2224], [-2.0823, 0.4114, -0.3834], [-1.7673, 1.9162, -0.0875], [2.4973, -0.0377, 0.9895]],
  "forces_ev_per_angstrom": [[-1.2, 3.2, -1.0], [1.8, -3.1, 1.7], [0.9, -0.1, 0.7], [-0.4, -2.6, 1.1], [-1.2, -1.8, 0.0], [-2.0, 5.1, -2.2], [2.5, 1.6, 2.0], [0.2, -1.3, -0.2], [0.9, 0.6, 0.2], [-1.4, -1.7, -2.3]],
  "mulliken_charge": [0.518, 0.308, -0.428, -0.149, -0.549, -0.227, -0.148, 0.255, 0.244, 0.175]
}

Entry 3:
{
  "formula": "C5H14O2S2Si",
  "method": "ωB97M-V with the def2-TZVPD basis set",
  "total_charge": 0,
  "homo_lumo_gap_ev": [4.687, 4.679],
  "e_above_lowest_kcal_mol": 29.16,
  "e_homo_ev": [-6.90, -6.89],
  "max_force_ev_per_a": 3.704,
  "lumo_ha": [-0.0812, -0.0813],
  "elements": ["C", "C", "C", "C", "C", "O", "O", "Si", "S", "S", "H", "H", "H", "H", "H", "H", "H", "H", "H", "H", "H", "H", "H", "H"],
  "xyz": [[0.3929, 0.5370, 2.5323], [-2.6818, 1.3236, -1.8343], [-0.8195, -2.1878, 0.2820], [1.4679, 0.3202, 1.4365], [1.0734, 0.9554, 0.1478], [-1.2414, 1.2193, -1.7082], [-1.1290, -0.9314, -0.3787], [-0.2165, 0.1986, -1.1064], [3.4539, -1.3250, -0.7829], [2.0090, 2.1738, -0.4901], [-0.5373, 0.1085, 2.3810], [0.6089, 0.0171, 3.4700], [0.1063, 1.5285, 2.8712], [-3.1553, 0.3025, -2.0491], [-3.0266, 2.0634, -2.6302], [-3.1177, 1.6999, -0.8699], [-0.8251, -2.8676, -0.5493], [-1.6020, -2.2332, 1.0124], [0.1738, -2.2334, 0.7980], [2.5094, 0.6223, 1.7420], [1.4505, -0.8059, 1.3661], [0.4170, -0.2587, -2.4161], [2.9098, -2.3767, -1.4100], [1.7795, 2.1495, -1.8142]],
  "forces_ev_per_angstrom": [[1.0, 0.8, 1.7], [-0.8, -0.3, 0.4], [0.8, 1.5, -0.5], [-0.4, -0.3, 1.6], [0.6, -1.8, -2.2], [-2.6, 2.5, -0.9], [0.8, 0.1, 0.7], [1.1, -2.3, -0.6], [-0.8, 0.5, 0.1], [0.8, 0.6, 0.9], [-1.9, -1.1, -1.5], [0.9, 0.0, -0.1], [0.6, 0.6, -0.4], [0.8, 1.4, 0.2], [1.1, -1.0, 0.8], [0.5, -0.4, -0.8], [-0.2, -1.1, 0.3], [-0.4, -0.9, 0.3], [-0.7, 0.3, -0.6], [-1.2, -0.3, -0.2], [0.4, 1.4, -0.6], [0.3, 0.2, 1.1], [0.0, 0.0, 0.0], [-0.7, -0.2, 0.0]],
  "mulliken_charge": [-1.418, -0.543, -0.568, -0.418, 0.633, -0.120, -0.219, -0.065, -0.547, -0.090, 0.389, 0.407, 0.403, 0.247, 0.228, 0.248, 0.243, 0.253, 0.277, 0.480, 0.025, -0.036, 0.004, 0.187]
}